# 1
Here is a 2-piece molecular cluster, C2H8O2 overall at a distorted geometry from the Open Molecules 2025 dataset. Energies are from the ωB97M-V functional and the def2-TZVPD basis.

Total charge = +1
Gap between HOMO and LUMO (alpha / beta) = 0.4042 / 0.1176 hartree
2S+1 = 2
HOMO energy (alpha / beta) = -15.120 / -13.783 eV

Positions of all 12 atoms, in Å:
C (-1.25, -0.82, 1.38)
O (-1.84, 0.36, 1.80)
H (-2.80, 0.26, 1.48)
H (-0.25, -0.66, 1.75)
H (-1.37, -0.91, 0.24)
H (-1.85, -1.76, 1.45)
C (1.33, 0.84, -1.21)
O (2.41, -0.12, -1.32)
H (2.41, -0.44, -2.23)
H (1.50, 1.82, -1.69)
H (0.39, 0.34, -1.53)
H (1.32, 1.09, -0.13)

=====

# 2
Here is a 3-piece molecular cluster, C2H8O4 overall at a distorted geometry from the Open Molecules 2025 dataset. Energies are from the ωB97M-V functional and the def2-TZVPD basis.

Total charge = 0
Gap between HOMO and LUMO = 0.3889 hartree
HOMO energy = -10.004 eV
Structure (SMILES) = CC(=O)O.O.O

Positions of all 14 atoms, in Å:
H (-0.63, 0.58, 1.26)
O (-1.15, 1.70, 0.77)
O (-0.12, -0.42, 1.41)
H (-0.87, 1.53, -0.19)
H (-2.08, 1.42, 0.79)
C (0.57, -0.78, 0.36)
O (0.67, -0.07, -0.64)
C (1.32, -2.08, 0.51)
H (2.02, -2.10, 1.35)
H (0.59, -2.86, 0.73)
H (1.82, -2.26, -0.45)
O (-1.08, 1.79, -1.82)
H (-0.60, 1.02, -2.18)
H (-0.48, 2.53, -1.88)

=====

# 3
Here is a 3-piece molecular cluster, C2H8O5 overall at a distorted geometry from the Open Molecules 2025 dataset. Energies are from the ωB97M-V functional and the def2-TZVPD basis.

Total charge = 0
Gap between HOMO and LUMO (alpha / beta) = 0.3249 / 0.3245 hartree
HOMO energy (alpha / beta) = -8.708 / -8.701 eV

Positions of all 15 atoms, in Å:
C (-0.94, 1.18, -0.54)
C (1.83, 0.05, 1.08)
O (0.12, 2.03, -0.58)
H (0.74, 1.70, -1.24)
H (-1.62, 1.62, 0.18)
H (-1.06, 0.90, -1.59)
H (1.60, 0.86, 1.77)
H (2.27, -0.77, 1.64)
H (2.57, 0.33, 0.34)
O (0.68, -0.84, 0.34)
O (-2.00, -0.40, 0.10)
O (0.38, -2.12, 0.85)
O (-2.38, -0.77, -1.20)
H (-0.41, -2.25, 0.28)
H (-1.77, -1.51, -1.42)

=====

# 4
Here is a 2-piece molecular cluster, C2H8O5Si overall at a distorted geometry from the Open Molecules 2025 dataset. Energies are from the ωB97M-V functional and the def2-TZVPD basis.

Total charge = 0
Gap between HOMO and LUMO = 0.3025 hartree
HOMO energy = -7.726 eV
Structure (SMILES) = OC(O)=C(O)O.O[SiH3]

Positions of all 16 atoms, in Å:
C (2.03, -0.41, -0.03)
C (1.55, 0.84, -0.20)
O (2.25, -0.77, 1.26)
O (2.61, -1.10, -1.03)
O (-1.39, 0.90, -0.39)
O (1.06, 1.61, 0.87)
O (1.35, 1.47, -1.40)
Si (-1.85, -0.43, 0.36)
H (2.14, 0.09, 1.69)
H (2.94, -1.96, -0.61)
H (-1.95, 1.32, -1.03)
H (0.22, 2.03, 0.59)
H (1.93, 2.22, -1.57)
H (-2.13, 0.25, 1.76)
H (-3.24, -0.78, -0.14)
H (-1.10, -1.63, 0.21)

=====

# 5
Here is a 2-piece molecular cluster, C2H8O5Si overall at a distorted geometry from the Open Molecules 2025 dataset. Energies are from the ωB97M-V functional and the def2-TZVPD basis.

Total charge = 0
Gap between HOMO and LUMO = 0.2932 hartree
HOMO energy = -7.498 eV
Structure (SMILES) = OC(O)=C(O)O.O[SiH3]

Positions of all 16 atoms, in Å:
C (2.46, 0.15, -0.19)
C (1.20, 0.10, 0.19)
O (3.06, -0.97, -0.75)
O (3.28, 1.16, 0.20)
O (-2.04, -0.23, 0.70)
O (0.59, -1.09, -0.13)
O (0.55, 1.00, 0.92)
Si (-3.44, -0.25, -0.22)
H (2.28, -1.58, -0.86)
H (4.00, 1.17, -0.46)
H (-1.38, 0.46, 0.75)
H (-0.45, -0.98, -0.16)
H (1.27, 1.48, 1.39)
H (-4.61, -0.81, 0.57)
H (-3.86, 1.15, -0.48)
H (-2.91, -0.77, -1.49)

=====

# 6
Here is a 2-piece molecular cluster, C2H8OS overall from the Open Molecules 2025 dataset. Energies are from the ωB97M-V functional and the def2-TZVPD basis.

Total charge = 0
Gap between HOMO and LUMO = 0.3602 hartree
HOMO energy = -8.914 eV
Structure (SMILES) = CO.CS

Positions of all 12 atoms, in Å:
C (-1.37, -0.82, -1.37)
S (0.10, -1.37, -0.45)
H (0.22, -2.52, -1.11)
H (-2.13, -0.40, -0.73)
H (-1.79, -1.68, -1.87)
H (-1.06, -0.10, -2.12)
C (1.28, 1.75, 1.21)
O (-0.13, 1.72, 1.15)
H (-0.43, 2.45, 0.59)
H (1.59, 0.90, 1.81)
H (1.74, 1.66, 0.21)
H (1.64, 2.68, 1.67)

=====

# 7
Here is a 2-piece molecular cluster, C2H8OS overall at a distorted geometry from the Open Molecules 2025 dataset. Energies are from the ωB97M-V functional and the def2-TZVPD basis.

Total charge = 0
Gap between HOMO and LUMO = 0.3783 hartree
HOMO energy = -9.440 eV
Structure (SMILES) = CCO.S

Positions of all 12 atoms, in Å:
S (2.48, 0.63, -0.11)
H (2.03, 0.40, -1.33)
H (1.91, 1.70, 0.19)
C (-1.68, 0.06, 0.38)
O (-0.91, -0.16, -0.86)
C (-2.28, -1.22, 0.77)
H (-1.14, 0.55, 1.29)
H (-2.54, 0.79, 0.37)
H (-1.59, -0.32, -1.52)
H (-1.45, -1.99, 0.69)
H (-2.67, -1.28, 1.91)
H (-3.20, -1.69, 0.09)

=====

# 8
Here is a 2-piece molecular cluster, C2H8OS overall at a distorted geometry from the Open Molecules 2025 dataset. Energies are from the ωB97M-V functional and the def2-TZVPD basis.

Total charge = 0
Gap between HOMO and LUMO = 0.3670 hartree
HOMO energy = -9.207 eV
Structure (SMILES) = CO.CS

Positions of all 12 atoms, in Å:
C (-1.40, 4.08, -2.05)
S (0.16, 3.32, -1.48)
H (-1.47, 3.53, -3.01)
H (-2.32, 3.97, -1.49)
H (-1.28, 5.11, -2.31)
H (0.54, 4.29, -0.65)
C (1.27, -4.18, 1.82)
O (-0.11, -4.02, 2.01)
H (1.78, -4.01, 2.84)
H (1.41, -5.24, 1.65)
H (1.86, -3.58, 1.16)
H (-0.45, -3.28, 1.50)

=====

# 9
Here is a 2-piece molecular cluster, C2H8OS2 overall at a distorted geometry from the Open Molecules 2025 dataset. Energies are from the ωB97M-V functional and the def2-TZVPD basis.

Total charge = 0
Gap between HOMO and LUMO = 0.3464 hartree
HOMO energy = -9.176 eV
Structure (SMILES) = CCSS.O

Positions of all 13 atoms, in Å:
C (-0.79, 1.53, -0.97)
C (0.51, 0.90, -1.49)
S (0.85, -0.33, -0.22)
S (-0.97, -1.44, -0.23)
H (-0.56, 1.99, 0.02)
H (-1.52, 0.70, -0.83)
H (-1.35, 2.22, -1.64)
H (1.48, 1.57, -1.57)
H (0.43, 0.36, -2.50)
H (-0.78, -2.54, -1.00)
H (-0.26, 1.34, 3.02)
H (1.14, 1.29, 2.33)
O (0.62, 0.86, 3.02)

=====

# 10
Here is a 2-piece molecular cluster, C2H8OS2 overall at a distorted geometry from the Open Molecules 2025 dataset. Energies are from the ωB97M-V functional and the def2-TZVPD basis.

Total charge = 0
Gap between HOMO and LUMO = 0.3458 hartree
HOMO energy = -8.803 eV
Structure (SMILES) = CCSS.O

Positions of all 13 atoms, in Å:
S (-1.02, -0.32, -3.26)
S (0.31, 1.03, -2.58)
C (-0.42, 0.44, -0.06)
C (0.77, 0.33, -0.99)
H (-0.22, -1.40, -3.44)
H (-0.35, -0.13, 0.88)
H (-1.37, 0.19, -0.55)
H (-0.43, 1.52, 0.18)
H (1.59, 0.91, -0.53)
H (1.07, -0.73, -0.99)
O (0.15, -0.23, 3.76)
H (0.12, -0.81, 4.56)
H (-0.20, -0.80, 3.03)

=====

# 11
Here is one molecule with the formula C2H8P2S2 at a distorted geometry from the Open Molecules 2025 dataset. Energies are from the ωB97M-V functional and the def2-TZVPD basis.

Total charge = 0
Gap between HOMO and LUMO = 0.3270 hartree
HOMO energy = -8.523 eV
Structure (SMILES) = S=[PH2]CCPS

Positions of all 14 atoms, in Å:
C (0.67, 0.88, -0.28)
C (-0.93, 0.90, 0.33)
P (1.38, -0.87, 0.27)
P (-1.84, -0.53, -0.14)
S (-3.73, -0.31, -0.13)
S (3.36, -0.58, -0.14)
H (1.36, 1.41, 0.29)
H (0.56, 1.20, -1.27)
H (-1.09, 0.84, 1.37)
H (-1.63, 1.69, -0.05)
H (1.71, -0.21, 1.55)
H (-1.60, -1.71, 0.62)
H (-1.43, -1.31, -1.35)
H (3.21, -1.40, -1.07)

=====

# 12
Here is a 2-piece molecular cluster, C2H8S overall at a distorted geometry from the Open Molecules 2025 dataset. Energies are from the ωB97M-V functional and the def2-TZVPD basis.

Total charge = 0
Gap between HOMO and LUMO = 0.3673 hartree
HOMO energy = -9.078 eV
Structure (SMILES) = CS.C

Positions of all 11 atoms, in Å:
C (0.23, -0.40, -2.92)
H (0.97, 0.23, -2.43)
H (0.03, -1.30, -2.36)
H (0.53, -0.58, -3.95)
H (-0.64, 0.26, -2.99)
C (0.70, -0.73, 1.05)
S (-0.55, 0.61, 1.21)
H (0.58, -1.50, 1.81)
H (0.62, -1.20, 0.07)
H (1.69, -0.30, 1.13)
H (0.11, 1.34, 0.31)

=====

# 13
Here is a 2-piece molecular cluster, C2H8S2 overall at a distorted geometry from the Open Molecules 2025 dataset. Energies are from the ωB97M-V functional and the def2-TZVPD basis.

Total charge = 0
Gap between HOMO and LUMO = 0.3523 hartree
HOMO energy = -9.038 eV
Structure (SMILES) = CSS.C

Positions of all 12 atoms, in Å:
C (-3.43, -0.12, -0.57)
H (-3.94, 0.63, 0.01)
H (-4.14, -0.81, -1.04)
H (-2.79, 0.38, -1.34)
H (-2.80, -0.64, 0.14)
C (1.57, -0.01, -0.06)
S (2.94, 1.23, 0.04)
S (4.53, 0.18, 0.88)
H (1.93, -1.08, 0.01)
H (1.03, -0.19, 0.87)
H (1.12, 0.17, -1.06)
H (4.01, 0.25, 2.13)

=====

# 14
Here is a 2-piece molecular cluster, C2H8S2Si overall at a distorted geometry from the Open Molecules 2025 dataset. Energies are from the ωB97M-V functional and the def2-TZVPD basis.

Total charge = 0
Gap between HOMO and LUMO = 0.3300 hartree
HOMO energy = -8.603 eV

Positions of all 13 atoms, in Å:
C (2.58, -1.28, -0.09)
C (0.52, 0.43, -1.03)
Si (-3.19, 0.36, 1.00)
S (1.83, 1.40, -1.48)
S (0.79, -1.02, -0.25)
H (2.76, -0.80, 0.86)
H (3.30, -0.68, -0.80)
H (2.83, -2.32, -0.09)
H (-2.52, 1.76, 1.19)
H (-2.13, -0.59, 0.94)
H (-3.89, 0.20, -0.17)
H (-4.07, 0.26, 2.04)
H (1.18, 2.28, -2.14)

=====

# 15
Here is a 2-piece molecular cluster, C2H8S4 overall at a distorted geometry from the Open Molecules 2025 dataset. Energies are from the ωB97M-V functional and the def2-TZVPD basis.

Total charge = 0
Gap between HOMO and LUMO = 0.3208 hartree
HOMO energy = -8.546 eV
Structure (SMILES) = CSS.CSS

Positions of all 14 atoms, in Å:
C (-2.68, 0.73, -0.99)
S (-3.05, -1.00, -1.61)
S (-1.70, -1.30, -3.25)
H (-1.73, 0.89, -1.50)
H (-2.73, 0.73, 0.08)
H (-3.41, 1.36, -1.49)
H (-0.73, -0.63, -2.60)
C (1.68, -0.08, 2.33)
S (2.93, 1.08, 1.63)
S (4.01, -0.24, 0.35)
H (2.19, -1.04, 2.43)
H (0.85, -0.28, 1.66)
H (1.51, 0.47, 3.25)
H (2.88, -0.69, -0.29)

=====

# 16
Here is a 2-piece molecular cluster, C2H8S4 overall at a distorted geometry from the Open Molecules 2025 dataset. Energies are from the ωB97M-V functional and the def2-TZVPD basis.

Total charge = 0
Gap between HOMO and LUMO = 0.3255 hartree
HOMO energy = -8.308 eV
Structure (SMILES) = CSS.CSS

Positions of all 14 atoms, in Å:
C (-3.37, -1.95, 0.22)
S (-2.53, -0.45, -0.51)
S (-0.80, -1.19, -1.27)
H (-3.22, -1.92, 1.33)
H (-3.18, -2.93, -0.29)
H (-4.42, -1.86, -0.07)
H (-1.30, -2.05, -2.12)
C (2.09, 2.69, 0.19)
S (2.68, 1.51, 1.43)
S (3.17, -0.15, 0.34)
H (3.04, 2.58, -0.37)
H (2.07, 3.61, 0.73)
H (1.28, 2.53, -0.39)
H (4.50, -0.42, 0.77)

=====

# 17
Here is a 2-piece molecular cluster, C2H8S4 overall from the Open Molecules 2025 dataset. Energies are from the ωB97M-V functional and the def2-TZVPD basis.

Total charge = 0
Gap between HOMO and LUMO = 0.3261 hartree
HOMO energy = -8.494 eV
Structure (SMILES) = CSS.CSS

Positions of all 14 atoms, in Å:
C (-1.84, 1.83, 0.06)
S (-1.57, 0.85, -1.45)
S (0.39, 1.31, -1.87)
H (-1.33, 2.79, 0.02)
H (-2.91, 1.96, 0.19)
H (-1.43, 1.26, 0.89)
H (0.85, 0.06, -2.08)
C (1.65, 0.05, 2.16)
S (1.59, -1.32, 0.99)
S (-0.36, -1.93, 1.09)
H (2.68, 0.39, 2.13)
H (0.94, 0.83, 1.93)
H (1.41, -0.30, 3.17)
H (-0.92, -1.00, 0.29)

=====

# 18
Here is an isolated ion of composition C2H9N2 and charge +1 at a distorted geometry from the Open Molecules 2025 dataset. Energies are from the ωB97M-V functional and the def2-TZVPD basis.

Total charge = +1
Gap between HOMO and LUMO = 0.3354 hartree
HOMO energy = -13.355 eV
Structure (SMILES) = NCC[NH3+]

Positions of all 13 atoms, in Å:
C (-0.69, -0.45, 0.42)
N (-0.92, 0.36, 1.76)
C (0.70, 0.05, -0.02)
N (0.71, -0.08, -1.54)
H (-0.64, -1.56, 0.31)
H (-1.14, 0.08, -0.40)
H (-0.56, 1.35, 1.82)
H (-1.86, 0.22, 2.25)
H (0.76, 1.07, 0.17)
H (1.47, -0.22, 0.79)
H (1.70, -0.16, -1.94)
H (0.03, 0.54, -2.03)
H (0.45, -1.17, -1.60)

=====

# 19
Here is a 2-piece molecular cluster, C2H9N2O overall at a distorted geometry from the Open Molecules 2025 dataset. Energies are from the ωB97M-V functional and the def2-TZVPD basis.

Total charge = +1
Gap between HOMO and LUMO = 0.3456 hartree
HOMO energy = -12.658 eV

Positions of all 14 atoms, in Å:
C (-1.52, 0.19, 0.07)
C (-0.50, 0.50, -0.79)
N (0.67, -0.33, -0.90)
N (-2.68, 0.89, 0.32)
H (-1.42, -0.75, 0.66)
H (-0.36, 1.38, -1.30)
H (0.95, -0.34, -1.93)
H (1.50, 0.08, -0.33)
H (0.66, -1.31, -0.56)
H (-2.96, 1.77, -0.25)
H (-3.40, 0.59, 1.10)
H (3.32, -1.64, 1.08)
H (2.89, -0.26, 1.88)
O (2.84, -0.75, 0.97)

=====

# 20
Here is C2H9N2O as an isolated structure at a distorted geometry from the Open Molecules 2025 dataset. Energies are from the ωB97M-V functional and the def2-TZVPD basis.

Total charge = +1
Gap between HOMO and LUMO = 0.4198 hartree
HOMO energy = -14.838 eV

Positions of all 14 atoms, in Å:
C (-0.08, -1.69, 0.02)
C (0.03, -0.20, -0.22)
N (-1.19, 1.69, -0.79)
N (0.78, 0.45, 0.89)
O (-1.17, 0.36, -0.27)
H (-0.25, -1.78, 1.03)
H (0.78, -2.33, -0.30)
H (-0.99, -2.01, -0.44)
H (0.73, 0.17, -1.37)
H (-1.35, 1.55, -1.83)
H (-2.04, 2.12, -0.45)
H (0.62, 1.48, 0.86)
H (0.18, 0.14, 1.62)
H (1.74, 0.17, 0.94)

=====

E_tot in eV, matching the order above: -6286.5412 -10394.2870 -12430.5693 -20317.2809 -20317.6927 -15085.7245 -15084.7789 -15085.3059 -25920.9946 -25921.4470 -42449.9692 -13038.6367 -23873.5244 -31748.0765 -45543.7690 -45543.5244 -45544.6122 -5190.8877 -7240.0849 -7238.2167
Energy relative to the best compared isomer or geometry (same formula, charge and spin) in kcal per mole, matching the order above: 35.2 9.4 262.6 137.2 127.7 17.4 39.2 27.0 21.7 11.3 26.5 2.9 14.4 121.5 22.4 28.0 3.0 70.7 52.4 95.5